Entry from the Open Molecules 2025 dataset: a 16-piece molecular cluster, C66H161N3O16 overall at a distorted geometry (the ωB97M-V functional and the def2-TZVPD basis).

Structure (XYZ):
```
246
Properties=species:S:1:pos:R:3:forces:R:3:mulliken_charge:R:1
C -6.44910 1.36458 -0.20825 -0.30 -0.68 0.62 -1.38
C -5.78207 2.67482 -0.61514 0.08 0.21 -0.01 0.51
C -5.39103 3.60518 0.53455 0.06 -1.46 0.05 -0.24
O -4.54539 2.41904 -1.31590 -1.12 -0.55 -1.09 -0.16
H -5.81743 0.62284 0.32522 0.06 0.71 -0.25 0.06
H -6.83431 0.85992 -1.09061 0.13 -0.11 -0.31 0.45
H -7.34770 1.50055 0.41912 0.37 0.34 -0.10 0.47
H -6.51561 3.16444 -1.28803 0.47 0.10 0.16 0.24
H -4.59047 3.05696 1.09180 -0.81 0.59 -0.07 -0.47
H -6.27570 3.85341 1.13303 0.39 -0.13 0.16 0.54
H -4.94517 4.50708 0.16259 0.15 0.52 -0.32 0.02
H -4.77932 1.91900 -2.14227 0.46 0.18 0.83 -0.10
C -3.58650 5.78831 2.77403 0.81 -0.44 1.69 -0.99
C -2.07664 5.74569 2.68851 0.24 0.51 0.79 2.17
C -1.47591 7.14730 2.60798 1.50 0.60 -1.76 -1.66
O -1.47671 5.21478 3.89525 -0.51 -0.70 0.60 -0.60
H -3.96221 6.01536 1.81047 -0.72 0.46 -0.81 0.33
H -3.89061 6.50523 3.57506 -0.02 -0.50 -0.77 0.41
H -3.88087 4.76935 3.04611 -0.46 0.16 -0.04 0.01
H -1.78793 5.09328 1.84811 0.08 0.36 0.11 -0.96
H -0.38729 7.11734 2.36125 -0.58 -0.32 0.45 0.29
H -1.56109 7.74375 3.49709 -0.27 -0.23 0.80 0.42
H -1.82928 7.83452 1.81545 -0.50 -0.78 0.03 0.35
H -2.02201 4.54363 4.37733 0.33 0.88 -1.12 0.29
C 1.36935 3.51243 3.44544 2.73 -0.12 0.16 0.29
C 1.42907 2.75418 4.72509 -3.72 -0.13 0.94 0.22
C 0.91809 3.51013 5.97699 -0.77 -1.44 -0.60 -1.48
O 0.51855 1.57397 4.59241 -0.45 0.27 0.12 -0.10
H 0.45248 4.01214 3.34421 -1.17 0.78 -0.19 -0.52
H 1.56399 2.86274 2.60070 -0.22 -0.26 -0.22 -0.32
H 2.22606 4.22243 3.43848 -0.67 -0.02 -0.02 0.36
H 2.26376 2.21247 4.96731 2.89 -0.47 0.19 0.31
H -0.15766 3.73046 5.83354 0.57 0.40 -0.06 0.20
H 1.47628 4.36436 6.26500 0.42 1.00 -0.10 0.45
H 0.95156 2.82943 6.82603 0.14 -0.17 0.10 0.43
H -0.24237 1.67316 5.18875 0.33 -0.02 -0.28 0.04
C 1.40848 -3.68720 6.43203 -1.08 -1.23 1.38 -1.83
C 0.90589 -2.73406 5.43355 -0.65 1.84 -1.18 1.19
C -0.42156 -2.08843 5.85949 0.86 1.26 -1.69 -1.50
O 1.90618 -1.71985 5.23173 0.63 -0.72 0.95 -0.31
H 0.61253 -4.45336 6.61467 0.51 0.53 -0.16 0.44
H 1.51311 -3.15294 7.38497 0.46 -0.26 -0.12 0.35
H 2.28142 -4.25797 6.14468 0.45 0.30 -0.01 0.42
H 0.76242 -3.20195 4.47436 -0.17 -0.56 -0.54 0.09
H -0.97389 -1.53106 5.05638 0.82 -0.44 0.40 0.24
H -0.23429 -1.37771 6.64891 -0.05 0.03 0.57 0.35
H -1.05348 -2.86779 6.12841 -1.38 -1.29 0.95 0.58
H 1.63421 -1.05080 4.61887 -0.54 0.57 -0.53 0.01
C 5.94270 -5.24625 -1.92234 0.23 2.98 -1.01 -1.17
C 4.82463 -5.07766 -0.90305 0.73 0.36 0.94 0.06
C 4.62997 -3.62332 -0.37128 1.25 -1.09 -1.48 -0.02
O 3.65391 -5.55725 -1.51738 0.18 0.07 -0.81 -0.49
H 6.92595 -4.74079 -1.62028 -1.50 -0.30 -0.46 0.28
H 5.53370 -4.84354 -2.91788 0.93 -0.27 1.28 0.10
H 6.21591 -6.24254 -2.10161 -0.01 -1.61 -0.04 0.45
H 5.13635 -5.70266 -0.05936 -0.44 -0.17 0.22 0.45
H 4.52651 -3.01641 -1.27501 -0.51 0.34 0.34 -0.33
H 5.57716 -3.36234 0.06451 0.57 0.34 0.38 0.18
H 3.89122 -3.47348 0.39939 -0.60 -0.14 -0.11 0.25
H 3.11244 -5.92271 -0.84206 -0.89 -0.45 0.74 0.29
C -2.20798 0.18150 -4.67812 -1.60 -1.26 -1.49 -1.15
C -3.50907 0.96900 -4.62990 0.71 2.33 1.17 1.20
C -4.17044 1.08389 -5.96514 -1.32 0.55 -0.27 -1.87
O -4.47886 0.61485 -3.63710 -0.03 -1.47 -0.79 -0.53
H -1.54382 0.64982 -5.40664 0.07 0.20 0.25 0.38
H -2.54470 -0.75658 -5.18623 0.75 0.09 0.57 0.10
H -1.70364 -0.03655 -3.75602 0.07 0.09 0.47 0.23
H -3.29884 1.97434 -4.27415 0.54 0.41 -0.28 0.02
H -4.53493 0.12231 -6.28505 0.05 -0.75 -0.29 0.43
H -3.52534 1.48219 -6.75442 -0.14 0.07 0.23 0.41
H -5.11597 1.67935 -5.85201 1.03 -0.12 -0.24 0.40
H -4.92762 -0.14567 -4.05092 -0.32 0.00 0.80 0.17
C -2.42954 -4.96522 0.04506 -1.50 -1.01 0.39 -0.02
C -1.93481 -6.04437 1.00109 -0.65 0.29 0.00 0.26
C -1.00496 -5.42941 2.00942 1.10 -0.25 -0.16 -0.82
O -3.04536 -6.65076 1.65629 -1.23 1.02 -0.87 -0.59
H -3.28984 -5.32307 -0.55228 0.52 -0.05 0.12 0.23
H -1.63085 -4.69170 -0.60940 0.49 0.48 -0.40 0.34
H -2.81505 -4.14384 0.62786 0.14 0.57 0.02 -0.50
H -1.47834 -6.79489 0.36569 0.64 -0.34 0.15 0.35
H -1.36262 -4.55143 2.53277 -0.65 0.05 -0.01 0.01
H -0.09232 -5.09353 1.51705 0.20 -0.09 -0.08 0.12
H -0.72866 -6.17422 2.74293 0.23 -0.19 0.34 0.57
H -2.84248 -7.31020 2.30257 0.78 -0.45 0.42 0.32
C -5.79522 -4.37708 -2.77734 0.28 -0.27 0.76 -1.33
C -5.75836 -2.89022 -2.73543 -0.41 1.31 1.48 0.49
C -4.37546 -2.36836 -2.26623 -1.15 -0.33 0.65 -0.62
O -6.20818 -2.31589 -3.98547 -0.77 0.24 0.25 -0.54
H -6.78582 -4.69357 -3.11044 0.34 -0.40 -0.18 0.39
H -5.60582 -4.74606 -1.75359 -0.29 -0.01 -0.36 0.28
H -4.95044 -4.71276 -3.36373 -0.17 -0.50 -0.60 0.31
H -6.45106 -2.58012 -1.91605 0.12 0.04 -0.61 0.16
H -4.04030 -2.96193 -1.40045 -0.25 0.09 -0.26 0.05
H -4.34864 -1.33336 -1.96083 -0.39 0.38 0.06 -0.07
H -3.63592 -2.45833 -3.00280 1.11 -0.36 -1.36 0.57
H -7.20500 -2.34733 -4.03137 1.74 -0.06 0.24 0.35
C -0.54432 5.33810 -1.99464 -0.06 0.13 -1.46 -1.15
C -2.01687 5.11650 -1.64310 0.15 0.09 -0.14 1.91
C -3.04700 6.15855 -2.19222 0.29 -0.48 1.45 -1.63
O -2.25899 3.75564 -1.99360 0.22 0.26 -0.66 -0.22
H -0.07903 6.25171 -1.65151 -0.40 0.59 0.24 0.46
H -0.31804 5.26380 -3.07767 -0.41 0.04 0.39 0.32
H 0.01348 4.55692 -1.53733 0.43 -0.90 0.46 -0.08
H -1.98709 5.21375 -0.53562 -0.62 0.00 -0.26 -0.65
H -2.58539 7.15186 -2.02814 -0.65 -0.31 0.33 0.41
H -3.98839 5.97545 -1.60152 0.78 0.70 -0.54 0.28
H -3.31816 6.14924 -3.23826 0.28 -0.61 -0.40 0.33
H -3.16720 3.40605 -1.92007 0.02 0.72 0.52 0.14
C 4.70870 2.74478 -4.57546 0.95 0.21 -0.59 -0.33
C 5.25574 3.86503 -5.48678 1.25 1.21 -0.35 0.22
C 6.84048 3.92798 -5.53521 -2.12 -0.50 1.63 -1.43
O 4.74450 3.92565 -6.84615 -0.77 -0.49 1.50 -0.53
H 3.59986 2.82535 -4.47922 0.98 -0.18 0.30 0.32
H 5.32752 2.81540 -3.63664 -1.28 0.16 -0.47 -0.01
H 5.01074 1.76588 -4.97157 -0.43 0.11 -0.15 0.12
H 4.98581 4.83861 -5.03446 -0.21 -0.44 -0.03 0.17
H 7.26348 3.25945 -6.25341 0.33 -0.32 -0.60 0.45
H 7.14989 3.62035 -4.54112 0.40 -0.27 0.10 0.36
H 7.16620 4.94282 -5.59840 0.28 0.62 -0.68 0.40
H 5.49359 3.88050 -7.41824 0.63 -0.10 -0.62 0.32
C 5.97095 0.11690 -1.66600 -0.19 0.26 1.55 0.01
C 7.16747 -0.22235 -0.80625 1.36 0.50 -0.65 0.15
C 6.76758 -0.32966 0.63801 -0.92 -0.63 -0.16 -1.02
O 7.88281 -1.42141 -1.28300 -0.06 1.96 0.27 -0.59
H 5.21808 -0.67653 -1.48571 0.25 0.32 -0.72 -0.30
H 6.27380 0.29609 -2.68162 -0.34 -0.13 -0.54 0.34
H 5.54785 1.03012 -1.18946 0.07 -0.33 -0.70 -0.09
H 7.96141 0.59840 -0.84345 -0.97 -1.02 -0.33 0.38
H 6.31253 0.58216 1.04149 0.18 -0.04 -0.26 0.36
H 7.69467 -0.51227 1.12438 0.45 -0.49 1.15 0.37
H 6.00811 -1.14315 0.76704 0.75 0.44 0.12 0.06
H 7.37632 -2.18550 -1.05516 -0.70 -0.78 0.26 0.31
C 5.02387 -2.70406 3.87529 -1.09 0.64 -1.83 -0.74
C 5.38950 -1.64801 4.89997 0.12 1.24 -1.22 0.07
C 5.18396 -0.17148 4.40289 0.41 -1.50 -0.76 -0.20
O 4.56724 -1.82672 6.00129 -1.68 -0.58 0.43 -0.65
H 5.22269 -3.61758 4.39237 0.19 -0.99 -0.18 0.40
H 5.59716 -2.59249 2.91481 -0.26 -0.33 0.91 0.21
H 3.90936 -2.71456 3.56519 1.58 0.30 0.70 -0.02
H 6.44994 -1.85346 5.14868 -0.47 0.36 0.33 0.40
H 5.31424 0.52299 5.21374 0.16 0.27 0.28 0.35
H 4.15504 -0.15405 4.06556 -0.40 0.30 -0.04 -0.42
H 5.79974 0.09239 3.52360 -0.03 -0.09 0.48 0.19
H 3.62267 -1.93954 5.63331 1.56 0.43 0.92 0.39
C 3.87273 3.99747 -0.98046 -0.53 0.28 -0.69 -1.51
C 3.52828 4.30792 0.48131 -0.96 -1.42 -1.30 0.83
C 4.35149 5.40635 1.04228 0.44 -0.21 0.58 -1.77
O 2.10173 4.49942 0.56543 0.56 0.41 0.11 -0.18
H 3.84579 4.85422 -1.69233 -0.78 -0.10 0.67 0.54
H 3.26300 3.17324 -1.37816 0.00 0.34 0.14 0.16
H 4.88231 3.72826 -1.14707 1.37 -0.71 0.42 0.62
H 3.67623 3.39032 1.05055 0.10 -0.05 0.14 0.11
H 5.29221 4.95950 1.38974 0.05 0.39 -0.26 0.40
H 3.85995 5.79854 1.92115 -0.11 0.41 0.17 0.39
H 4.52574 6.15893 0.28406 0.15 0.43 0.09 0.37
H 1.90994 5.18716 -0.07605 -0.37 0.18 -0.12 0.13
C 3.18998 -2.06183 -3.68865 0.97 -0.52 0.79 -0.25
C 2.85020 -1.94963 -5.20147 -1.85 1.09 1.56 2.59
C 3.50304 -2.95710 -6.00111 3.12 -1.06 -0.92 -1.55
C 3.09521 -4.37031 -5.66565 -0.75 1.25 -0.09 -0.25
C 1.62274 -4.52687 -5.99282 0.46 -1.15 0.73 -1.69
C 0.79621 -3.43142 -5.38985 -0.88 0.82 0.81 2.50
N 1.40552 -2.10678 -5.58146 1.31 0.60 0.22 -0.18
O 0.60757 -1.10300 -4.95065 -0.02 0.39 -0.30 0.19
C -0.47215 -3.32425 -6.16226 -2.43 -0.23 -1.27 -1.57
C 0.41672 -3.80542 -3.95790 0.09 -0.11 1.58 -1.77
C 3.31255 -0.58387 -5.63865 0.51 0.93 0.24 -2.59
H 2.84960 -2.97491 -3.15412 0.33 0.32 -0.72 -0.16
H 2.72237 -1.26637 -3.11580 -0.06 0.38 -0.14 -0.57
H 4.32832 -1.97330 -3.50877 -1.66 -0.12 -0.48 0.21
H 3.37455 -2.72119 -7.04804 -0.46 -0.13 -0.51 0.40
H 4.59873 -2.76786 -5.87787 -0.48 -0.60 0.16 0.43
H 3.26703 -4.54116 -4.62109 -0.03 -0.14 0.74 -0.05
H 3.70199 -5.05931 -6.16139 0.87 -1.24 -1.04 0.52
H 1.28149 -5.47763 -5.54301 -0.08 0.31 -0.27 0.44
H 1.38028 -4.59371 -7.03947 0.43 0.06 -0.65 0.35
H -1.00859 -4.32162 -6.21735 0.46 1.11 0.21 0.39
H -1.14945 -2.54558 -5.72648 0.43 -0.88 -0.22 -0.17
H -0.29618 -3.00366 -7.21756 0.11 -0.26 0.72 0.49
H -0.26104 -4.63853 -3.97086 -0.75 -0.42 -0.49 0.67
H 1.20954 -4.27587 -3.33816 0.06 0.89 -0.34 0.24
H -0.13145 -3.02201 -3.38398 0.73 -0.24 -0.46 -0.04
H 2.97359 0.17984 -4.91143 -0.05 -0.19 -0.71 0.17
H 3.03719 -0.35971 -6.67429 -0.31 0.09 0.22 0.46
H 4.41420 -0.53733 -5.62550 -0.26 -0.15 0.14 0.53
H 0.44227 -0.43163 -5.65310 0.25 -0.89 0.65 0.26
C -4.43640 -2.38293 4.94082 -0.17 -0.45 -1.95 -2.08
C -4.40515 -1.64922 3.51300 -1.37 -0.36 1.01 1.96
C -5.86214 -1.78772 2.93128 0.35 1.07 -0.02 -1.22
C -6.82634 -0.91482 3.74075 -0.43 -0.39 -1.03 -0.76
C -6.31673 0.46425 3.81904 0.40 2.62 -0.48 -1.08
C -4.90528 0.71369 4.33090 0.28 -0.96 -0.12 2.02
N -4.05651 -0.18208 3.52697 1.25 -1.44 0.55 1.05
O -2.67656 -0.11388 4.08876 -1.33 0.19 -1.36 0.13
C -4.47923 2.12773 3.98973 1.08 0.44 -0.11 -1.67
C -4.86840 0.44657 5.82571 0.19 -1.22 -0.74 -1.69
C -3.47843 -2.45229 2.62220 -0.20 -0.32 -1.72 -1.62
H -3.82592 -1.94715 5.68473 0.50 0.66 0.70 0.43
H -4.05392 -3.38555 4.79265 0.18 -0.28 -0.11 0.48
H -5.46142 -2.54022 5.25751 -0.04 0.27 0.39 0.33
H -5.91288 -1.46158 1.87697 0.34 -0.02 0.30 0.06
H -6.12350 -2.83127 2.93076 -0.18 -0.53 0.16 0.52
H -6.93153 -1.26223 4.73581 -0.19 -0.70 1.03 0.34
H -7.85821 -0.83149 3.34476 0.52 -0.50 -0.10 0.46
H -6.93198 1.06913 4.46151 -0.63 0.21 0.49 0.47
H -6.36698 1.02173 2.87716 -0.16 -0.50 -0.40 0.01
H -4.55497 2.21483 2.89631 0.32 0.21 0.39 -0.10
H -5.13095 2.86145 4.43691 -0.54 0.22 0.18 0.62
H -3.44024 2.42042 4.34963 -1.07 -0.76 -0.56 -0.05
H -5.32375 -0.57267 5.98469 0.58 1.53 0.54 0.42
H -3.83842 0.53314 6.14279 0.29 -0.52 0.34 0.13
H -5.38279 1.24107 6.30579 -0.87 0.50 0.64 0.52
H -3.70530 -3.55144 2.61578 -0.11 1.02 0.22 0.82
H -2.43720 -2.35795 2.84798 0.71 0.15 0.61 -0.13
H -3.53735 -2.12106 1.55601 -0.23 -0.08 0.64 -0.32
H -2.23947 0.05268 3.22737 0.56 -0.01 0.67 0.06
C -1.48556 2.36592 0.83798 -0.33 -0.15 0.72 0.65
C -0.75034 1.10748 0.26891 -1.27 0.77 -0.01 2.13
C 0.08163 1.63999 -0.87253 0.94 -1.21 -0.92 -0.42
C 1.03049 0.54238 -1.52022 -1.28 0.50 0.02 -0.22
C 1.83669 -0.04428 -0.41139 -0.17 -0.22 0.70 -1.01
C 1.00967 -0.53985 0.78680 1.35 0.24 -0.02 2.51
N 0.18713 0.62049 1.28749 0.37 -0.89 -1.10 0.38
O -0.52021 0.25118 2.45790 0.02 -0.13 0.05 1.74
C 0.29379 -1.84369 0.46711 -0.11 0.05 -0.23 -1.50
C 2.03378 -0.81961 1.91359 -1.79 -0.18 0.12 -1.07
C -1.88642 0.12061 -0.16026 0.61 0.23 0.15 -0.25
H -0.82872 2.96600 1.51720 -0.47 -0.63 -0.37 -0.69
H -2.39711 1.98930 1.35992 0.67 0.54 0.15 -0.41
H -1.85296 3.04452 0.04487 0.35 -0.66 0.19 -0.62
H -0.61610 2.03434 -1.62054 0.39 0.27 0.18 0.56
H 0.68484 2.41125 -0.36126 0.03 0.07 -0.81 -0.50
H 1.70263 0.96651 -2.25362 0.17 0.47 -0.27 0.75
H 0.48102 -0.22010 -2.09651 -0.19 0.18 0.32 -0.53
H 2.41605 0.78413 -0.03638 0.69 0.27 0.31 0.00
H 2.51639 -0.86062 -0.68674 -0.09 0.14 -0.20 0.01
H 0.94873 -2.69165 0.31216 0.77 0.03 0.03 0.60
H -0.26508 -2.09192 1.33622 -0.97 -0.37 0.71 -0.11
H -0.33882 -1.84714 -0.41002 -0.23 0.29 -0.06 -0.31
H 1.37514 -1.25146 2.67995 0.49 0.11 0.30 -0.50
H 2.74073 -1.63013 1.65292 0.12 0.97 0.03 -0.48
H 2.35973 0.18635 2.24391 0.64 -0.87 -0.04 0.39
H -1.75173 -0.43429 -1.09850 0.32 0.08 0.32 -0.70
H -2.77396 0.70699 -0.28375 -0.64 0.34 -0.26 -0.22
H -2.07632 -0.55295 0.66880 -0.08 -0.30 0.00 -0.22
H -0.11910 0.83126 3.14539 -0.13 -0.18 -0.06 -0.36
```
Forces are in eV/Å.

Output
Total energy in eV: -108276.9256
HOMO energy in eV: -8.5
Total charge: 0